Formula: C9H22NSi
Source: the Open Molecules 2025 dataset
Level of theory: ωB97M-V with the def2-TZVPD basis set

```
33
Properties=species:S:1:pos:R:3:forces:R:3
C 1.27803 -1.32660 -2.99914 0.8 2.8 -1.1
C -0.15634 -1.55845 1.35634 1.6 -0.6 -0.2
C -0.01958 -1.60669 -3.03610 1.4 -0.9 0.2
C 0.06993 -0.42473 0.75602 -2.3 1.7 -1.1
C 1.95131 0.40749 2.21911 -1.4 -0.5 0.6
C 2.44208 -0.37952 0.06410 -0.9 -1.6 -2.1
C -1.34642 1.91209 1.60535 0.8 -0.7 2.2
C -3.09769 -0.24807 0.48011 1.3 1.7 2.0
C -1.14927 1.45487 -1.52038 -2.8 -2.2 -1.0
N 1.38020 0.27854 0.79262 -0.1 -0.3 2.9
Si -1.48133 0.71511 0.17136 0.6 -1.0 1.0
H 1.62375 -0.22294 -3.26436 -0.8 -2.3 0.6
H 2.12383 -1.99814 -2.89221 -0.4 -0.3 0.2
H -1.12374 -1.98516 1.33291 -0.7 -0.4 0.1
H 0.67355 -2.13171 1.72411 0.1 -0.5 0.7
H -0.34104 -2.63734 -2.87069 -0.3 0.4 -0.1
H -0.68095 -0.81318 -3.29407 -0.8 0.1 -0.1
H 2.60271 1.22263 2.23182 0.9 1.6 -0.1
H 1.21752 0.50912 3.05696 0.2 -0.1 -1.2
H 2.58765 -0.44260 2.39279 -0.2 -0.5 0.1
H 2.59208 -1.39495 0.41345 0.0 0.1 0.6
H 2.03965 -0.54822 -0.92141 0.3 0.2 -0.6
H 3.35734 0.14198 0.03200 0.9 0.9 0.2
H -1.96941 1.39267 2.47562 1.2 1.4 -1.8
H -0.30470 2.15420 2.07146 -1.7 -0.5 -1.0
H -1.74491 2.85994 1.30021 -0.6 0.6 0.3
H -3.09473 -0.48331 1.57114 0.3 -0.2 -0.7
H -3.98818 0.39457 0.44792 0.1 -0.5 -1.0
H -2.99654 -1.13805 -0.06731 -0.9 -1.2 -1.0
H -2.11844 1.49572 -2.15281 1.3 0.2 1.2
H -0.81454 2.41482 -1.35458 0.9 2.3 -0.1
H -0.51759 0.85588 -2.16195 0.6 0.1 0.2
H 1.15110 1.20731 0.44322 0.5 0.1 -0.1
```
Positions in Å, forces in eV/Å.

Kohn-Sham gap in eV: 10.630
Multiplicity: 1
HOMO energy in eV: -13.3
Charge: +1
Relative energy (zero: lowest compared OMol25 entry of this formula, charge and spin) in kJ/mol: 214.2


Formula: C5H7Br2NO4
Source: the Open Molecules 2025 dataset
Level of theory: ωB97M-V with the def2-TZVPD basis set

```
19
Properties=species:S:1:pos:R:3:forces:R:3
C -2.44864 0.59197 0.93265 0.9 -1.5 -0.1
C -1.98721 -0.64340 0.20576 3.9 -0.9 1.0
O -0.49392 -0.48528 -0.17859 -2.5 0.2 -0.9
C 0.43996 -0.46744 0.68915 2.7 0.6 -0.1
O 0.48201 -0.67666 1.85664 -0.8 -0.2 0.3
C 1.78151 -0.05540 -0.17340 -0.3 -0.8 2.8
Br 3.22070 -0.04858 1.22272 -0.6 0.6 -1.4
C 1.45329 1.16052 -0.97738 -1.9 -1.5 -0.8
Br 0.58709 2.54917 0.04297 -0.2 0.0 0.2
N 1.95419 -1.31672 -1.04615 0.3 1.4 2.1
O 2.43249 -2.24331 -0.43029 -0.4 -0.5 -1.7
O 1.47292 -1.21548 -2.14224 0.4 -1.4 -0.8
H -1.92306 1.03665 1.74468 0.7 -1.1 1.4
H -2.35971 1.41372 0.33834 -0.2 2.1 -2.6
H -3.44908 0.46438 1.14445 -2.3 -0.2 0.8
H -2.29604 -0.78274 -0.80301 -1.2 0.1 -0.4
H -1.86628 -1.63167 0.71394 -1.2 1.0 0.1
H 2.26580 1.67366 -1.38526 1.3 0.3 -0.9
H 0.73399 0.67660 -1.75500 1.3 1.7 1.2
```
Positions in Å, forces in eV/Å.

Kohn-Sham gap in eV: 10.162
Multiplicity: 1
HOMO energy in eV: -10.4
Structure (SMILES): CCOC(=O)[C@](Br)(CBr)[N+](=O)[O-]


Formula: C31H92F3N8O11
Source: the Open Molecules 2025 dataset
Level of theory: ωB97M-V with the def2-TZVPD basis set

```
145
Properties=species:S:1:pos:R:3:forces:R:3
N -13.33701 -11.74596 6.12914 1.1 -1.6 1.0
H -12.94618 -12.22669 5.33149 0.1 -0.8 -0.9
H -14.01298 -12.33990 6.58783 -0.1 -0.2 0.3
H -13.78902 -10.91976 5.76417 -1.2 2.2 -1.0
H -12.54676 -11.53404 6.72132 -0.3 0.1 0.5
N -9.56459 -12.81157 5.44593 -1.8 0.9 -0.2
H -10.04423 -12.33115 6.19376 0.0 -0.3 0.4
H -10.17792 -12.90418 4.64885 0.1 0.2 -0.7
H -9.27349 -13.75570 5.65564 0.9 -1.6 1.2
H -8.70696 -12.30677 5.27348 1.6 0.8 -0.5
C -11.87892 -13.11313 2.79716 1.0 -0.4 0.6
O -10.52374 -13.52314 2.90736 -0.6 1.5 -0.6
O -12.31023 -13.34692 4.12806 -0.3 0.9 -2.1
C -12.01842 -11.63412 2.19049 0.0 0.3 1.1
F -11.36108 -10.72598 2.93506 0.1 -0.3 0.7
F -11.59849 -11.48855 0.96699 1.4 -1.0 -1.2
F -13.27676 -11.23661 2.11374 -1.3 -0.5 1.0
C -9.91954 -14.29687 1.85415 2.1 -1.7 -0.2
C -8.33365 -14.29915 2.06915 -1.1 1.2 0.8
H -8.02025 -13.26423 1.93202 0.2 0.1 -0.4
H -8.01769 -14.49173 3.09442 -0.6 -0.3 0.3
H -7.66651 -14.94570 1.49906 -0.8 -0.1 -0.6
H -10.10899 -13.93042 0.84522 -0.3 0.5 0.2
H -10.32859 -15.30382 1.93670 0.0 -0.1 0.0
H -12.44337 -13.72165 2.09063 -0.3 -0.6 0.0
C -11.24871 -8.48894 5.84228 0.2 0.0 0.1
O -12.19590 -8.91085 6.83413 -0.1 -0.3 -0.4
H -10.96079 -9.30387 5.17813 0.0 -0.2 -0.1
H -11.70007 -7.72688 5.20696 0.0 0.1 0.4
H -10.35903 -8.11241 6.34706 0.0 0.2 -0.2
H -11.82369 -9.69012 7.25341 0.1 0.3 0.4
C -12.39143 -16.23067 0.04441 -0.5 0.0 -0.6
O -12.93187 -16.67867 1.25550 0.9 -0.2 0.6
H -12.85973 -15.26306 -0.13597 0.3 0.3 -0.7
H -11.30513 -16.14213 0.02973 0.0 0.0 0.5
H -12.63990 -16.93187 -0.75226 -0.1 0.1 -0.3
H -13.86399 -16.45109 1.22474 -0.7 0.0 0.1
C -10.18576 -8.37599 1.97602 1.0 1.4 -0.1
O -9.25080 -7.34109 1.61844 -0.4 -0.1 0.3
H -9.85466 -9.29306 1.48873 -0.4 -0.3 0.4
H -10.12622 -8.36933 3.06438 0.2 -0.7 0.0
H -11.22438 -8.10978 1.77978 0.0 -0.1 -0.6
H -9.24599 -7.17378 0.67314 -0.2 -0.1 -0.1
C -9.16762 -15.76760 -2.09361 -0.2 0.3 0.2
C -8.23555 -14.80087 -2.87583 -0.6 -1.5 0.5
C -8.44431 -13.34368 -2.41237 -0.5 -1.0 -1.1
O -7.76657 -13.11068 -1.23418 0.6 1.2 1.4
C -8.01695 -11.77710 -0.75503 0.0 -0.6 -0.6
N -6.84476 -15.30363 -2.78128 -1.0 0.8 -0.2
H -8.96370 -15.66179 -1.02809 -0.1 0.0 0.3
H -9.15188 -16.83794 -2.29908 0.9 0.1 -0.4
H -10.22268 -15.56067 -2.27283 -0.1 0.6 0.1
H -8.55795 -14.87575 -3.91436 0.2 0.2 -0.1
H -9.50452 -13.14571 -2.25463 -0.4 -0.1 -0.1
H -8.14404 -12.70242 -3.24106 0.4 0.4 0.1
H -7.76814 -11.04253 -1.52092 0.4 0.1 0.0
H -7.45142 -11.58788 0.15737 0.0 -0.2 -0.1
H -9.08571 -11.63377 -0.59596 -0.3 -0.1 0.3
H -6.52828 -15.08199 -1.84811 0.2 -0.1 0.3
H -6.31067 -14.68303 -3.37263 0.5 -0.1 -0.3
C -16.60334 -16.09320 3.92974 -0.3 0.0 -1.3
C -15.59195 -15.11593 3.27220 -0.3 -1.2 0.2
C -15.84903 -14.75673 1.77394 -1.2 -0.3 0.7
O -15.43709 -15.82103 0.94344 0.6 -0.4 -0.1
C -15.80697 -15.73621 -0.43544 -1.0 1.3 -0.1
N -15.59724 -13.95047 4.10332 0.5 1.5 0.0
H -17.60138 -15.66563 4.02573 0.0 0.4 -0.3
H -16.37394 -16.43803 4.93799 0.6 0.0 -0.2
H -16.69850 -16.93902 3.24883 0.0 -0.3 0.3
H -14.61726 -15.60380 3.26409 0.3 -0.2 0.1
H -15.36819 -13.82167 1.48662 0.4 0.2 0.1
H -16.92012 -14.61274 1.63204 -0.2 0.2 0.0
H -16.78762 -16.17759 -0.61324 0.3 -0.8 0.0
H -15.02994 -16.03856 -1.13751 0.0 -0.6 0.5
H -16.01472 -14.70440 -0.71882 0.3 0.5 0.2
H -14.89549 -13.27534 3.83528 0.1 0.3 -0.2
H -15.50202 -14.12200 5.09408 -0.2 -0.4 0.0
C -7.91955 -9.65114 4.22672 2.4 0.8 -0.3
C -6.65112 -10.48630 4.59213 -1.3 1.0 -0.2
C -5.42256 -9.65781 5.15410 -2.0 0.5 -0.8
O -4.49587 -10.53455 5.66848 2.0 -0.3 1.4
C -3.35833 -9.95955 6.44219 -0.3 -0.2 -0.5
N -7.10099 -11.49717 5.57064 1.2 0.5 0.0
H -8.60281 -10.27264 3.64793 -0.3 0.2 0.4
H -7.53333 -8.85937 3.58481 -0.3 0.0 -0.6
H -8.29931 -9.04749 5.05103 -0.5 -0.6 0.3
H -6.43600 -10.99716 3.65359 0.6 -0.2 0.2
H -5.84283 -8.97280 5.89046 -0.1 0.0 0.8
H -5.06785 -8.95099 4.40397 0.5 -0.3 -0.5
H -2.80315 -10.69042 7.03014 -0.7 -0.8 -0.3
H -3.65005 -9.21366 7.18155 -0.5 0.2 -0.4
H -2.57625 -9.56761 5.79194 -0.4 0.3 -0.4
H -7.31739 -10.95116 6.39232 -0.7 0.4 0.5
H -6.17351 -11.75835 5.87340 0.4 -1.6 0.4
C -10.49239 -19.69390 1.45446 0.3 -0.6 -0.7
C -9.99346 -18.73673 2.49348 -0.7 -1.4 -0.7
C -8.84576 -17.86425 2.01274 0.5 -0.1 1.2
O -7.67943 -18.60442 1.66531 -0.5 0.2 1.1
C -6.51295 -17.81135 1.43939 0.0 -1.4 -1.6
N -11.16279 -18.02987 2.96648 0.2 1.4 0.9
H -9.65235 -20.23302 1.01653 -0.3 -0.4 -0.1
H -11.04612 -19.18372 0.66630 0.2 0.2 -0.2
H -11.22990 -20.33838 1.93281 0.2 -0.4 -0.2
H -9.68804 -19.37411 3.32328 0.7 0.2 0.2
H -8.59912 -17.31606 2.92200 0.0 0.9 -0.3
H -9.13704 -17.21409 1.18778 -0.2 0.2 -0.1
H -6.61075 -17.49798 0.40000 0.3 0.8 0.0
H -5.69927 -18.53647 1.42408 0.1 0.0 0.1
H -6.18908 -17.00829 2.10143 -0.8 0.1 0.4
H -11.77064 -18.69419 3.42397 0.1 -0.1 0.4
H -11.74210 -17.70748 2.20453 0.1 0.2 -0.2
C -6.93484 -16.44491 4.86143 -0.6 0.4 -0.6
C -8.40673 -16.31184 5.39325 1.0 -1.1 -0.5
C -8.72556 -17.60250 6.15294 -0.1 -0.2 -0.3
O -10.01823 -17.63174 6.71874 0.0 0.2 -0.3
C -10.39456 -18.93854 7.11504 -1.2 -0.3 -0.1
N -8.46203 -15.17147 6.27976 0.1 -0.2 0.9
H -6.15944 -16.44227 5.62749 -0.4 -0.6 0.5
H -6.58594 -15.59480 4.27517 -0.6 0.3 -0.3
H -6.82230 -17.30528 4.20174 0.0 -0.1 0.3
H -9.14573 -16.16784 4.60506 0.1 -0.3 -0.3
H -8.04951 -17.75287 6.99463 0.7 0.0 -0.2
H -8.60248 -18.39480 5.41456 0.0 -0.4 0.1
H -10.26527 -19.68077 6.32734 0.4 0.1 -0.2
H -11.47124 -18.91957 7.28387 0.0 0.2 0.1
H -9.95896 -19.33541 8.03202 0.5 0.4 0.1
H -7.63014 -15.39548 6.80691 0.6 1.1 0.6
H -9.15266 -15.44545 6.96391 -0.8 0.2 0.4
C -16.53411 -8.79215 4.00803 -0.6 -0.2 0.4
C -15.06048 -9.07630 3.90731 0.2 0.2 -2.0
C -14.29275 -7.82889 3.43163 -0.6 -0.5 0.4
O -14.69495 -7.45606 2.11329 0.5 0.7 2.1
C -14.23657 -8.29101 1.09522 0.0 0.1 -0.7
N -14.62608 -9.59913 5.17466 0.7 -0.2 1.0
H -16.73120 -8.14670 4.86398 0.2 0.4 0.0
H -16.99714 -9.72877 4.31858 -0.5 -0.1 -0.5
H -17.02709 -8.33204 3.15166 0.2 -0.4 -0.1
H -14.82631 -9.84451 3.17033 -0.5 -0.1 -0.2
H -13.21445 -7.95061 3.53443 0.4 -0.4 -0.5
H -14.51964 -7.09091 4.20106 -0.3 0.8 -0.6
H -14.96526 -9.08536 0.93363 0.1 -0.2 -0.3
H -13.24092 -8.70935 1.24283 0.1 -0.2 0.5
H -14.12064 -7.65804 0.21544 -0.4 -0.2 -0.2
H -13.95481 -8.97508 5.59898 0.1 0.3 0.4
H -15.43013 -9.63428 5.78488 -0.1 0.2 0.4
```
Positions in Å, forces in eV/Å.

⟨S²⟩: 0.76
Kohn-Sham gap (alpha / beta) in eV: 6.890 / 3.188
Multiplicity: 2
HOMO energy (alpha / beta) in eV: -12.5 / -12.5
Charge: +2
Relative energy (zero: lowest compared OMol25 entry of this formula, charge and spin) in kJ/mol: 0.0


Formula: C2H8N5O2
Source: the Open Molecules 2025 dataset
Level of theory: ωB97M-V with the def2-TZVPD basis set

```
17
Properties=species:S:1:pos:R:3:forces:R:3
C -0.62247 -1.99668 1.30142 0.6 1.8 -3.9
N 0.08331 -0.83238 0.76345 2.2 0.9 -0.1
N 1.40379 -0.76299 1.21150 -1.1 0.7 0.9
C -0.31750 0.06452 -0.07700 0.4 3.4 -2.7
N -1.54878 0.16376 -0.57245 -1.2 1.5 -0.6
N 0.77662 1.14879 -0.64729 -1.0 -3.9 3.5
N 0.33179 2.11684 -1.29597 -0.2 -1.5 -0.5
O -0.79016 2.35904 -1.64415 -0.2 1.3 -0.1
O 1.28171 2.92930 -1.74562 -0.6 2.3 -1.1
H -0.47460 -2.80457 0.65648 0.8 -1.6 -0.9
H -0.32112 -2.15062 2.23007 1.2 -0.6 4.1
H -1.60049 -1.79428 1.17116 -3.6 0.7 0.3
H 1.83540 -1.63048 1.04488 1.3 -0.6 -0.4
H 1.84947 0.14748 1.13296 0.0 -0.7 -0.4
H -1.97593 1.05631 -0.98029 1.7 -1.6 0.9
H -2.10085 -0.62488 -0.80969 -0.3 -1.0 0.3
H 2.18980 2.61085 -1.73946 0.1 -1.0 0.6
```
Positions in Å, forces in eV/Å.

Kohn-Sham gap in eV: 9.434
Multiplicity: 1
HOMO energy in eV: -13.8
Structure (SMILES): CN(N)/C(N)=N/[N+](=O)O
Charge: +1
Relative energy (zero: lowest compared OMol25 entry of this formula, charge and spin) in kJ/mol: 420.5


Copy entry 2 word for word.
Formula: C5H7Br2NO4
Source: the Open Molecules 2025 dataset
Level of theory: ωB97M-V with the def2-TZVPD basis set

```
19
Properties=species:S:1:pos:R:3:forces:R:3
C -2.44864 0.59197 0.93265 0.9 -1.5 -0.1
C -1.98721 -0.64340 0.20576 3.9 -0.9 1.0
O -0.49392 -0.48528 -0.17859 -2.5 0.2 -0.9
C 0.43996 -0.46744 0.68915 2.7 0.6 -0.1
O 0.48201 -0.67666 1.85664 -0.8 -0.2 0.3
C 1.78151 -0.05540 -0.17340 -0.3 -0.8 2.8
Br 3.22070 -0.04858 1.22272 -0.6 0.6 -1.4
C 1.45329 1.16052 -0.97738 -1.9 -1.5 -0.8
Br 0.58709 2.54917 0.04297 -0.2 0.0 0.2
N 1.95419 -1.31672 -1.04615 0.3 1.4 2.1
O 2.43249 -2.24331 -0.43029 -0.4 -0.5 -1.7
O 1.47292 -1.21548 -2.14224 0.4 -1.4 -0.8
H -1.92306 1.03665 1.74468 0.7 -1.1 1.4
H -2.35971 1.41372 0.33834 -0.2 2.1 -2.6
H -3.44908 0.46438 1.14445 -2.3 -0.2 0.8
H -2.29604 -0.78274 -0.80301 -1.2 0.1 -0.4
H -1.86628 -1.63167 0.71394 -1.2 1.0 0.1
H 2.26580 1.67366 -1.38526 1.3 0.3 -0.9
H 0.73399 0.67660 -1.75500 1.3 1.7 1.2
```
Positions in Å, forces in eV/Å.

Kohn-Sham gap in eV: 10.162
Multiplicity: 1
HOMO energy in eV: -10.4
Structure (SMILES): CCOC(=O)[C@](Br)(CBr)[N+](=O)[O-]


> Which of these has the highest multiplicity?

C31H92F3N8O11